(1)
Computed, not measured: an isolated ion of composition C4H4ClN2 and charge +1, with wB97M-V/def2-TZVPD.

Last column: Löwdin charge in e.
Cartesian coordinates (Å):
C 0.5769 0.6207 0.0282  0.131
C 1.8593 1.0945 -0.0095  -0.089
C 0.4578 -0.8659 0.0024  -0.493
C 2.8238 0.0949 -0.0227  -0.498
N 1.5427 -1.5393 0.0270  0.219
N -0.7656 -1.4117 -0.0149  0.182
Cl 4.3889 -0.1074 -0.0002  1.016
H -0.2940 1.2561 0.1413  0.141
H 2.0893 2.1553 -0.0300  0.136
H -1.6048 -0.8597 -0.0856  0.124
H -0.8510 -2.4155 -0.0265  0.132

Forces on the atoms, in the same order (eV/Å):
0.9 0.1 0.2
-0.3 1.0 -0.1
0.4 0.3 0.0
-3.9 -3.7 0.1
2.6 2.2 -0.2
-0.2 -0.1 0.0
0.5 0.2 0.0
0.0 0.1 -0.2
0.0 -0.1 0.1
0.1 0.0 0.0
-0.1 0.0 0.0

Values from the calculation:
- Frontier orbital gap: 6.8 eV
- Net charge: +1
- LUMO energy: -7.37 eV
- HOMO: -14.20 eV

(2)
Computed, not measured: one molecule with the formula C4H4ClN3, with wB97M-V/def2-TZVPD.

Last column: Löwdin charge in e.
Cartesian coordinates (Å):
C -1.0053 -1.3215 -1.3573  -0.464
C -0.4501 -0.5718 -0.4277  -0.385
C -0.7206 0.9886 -0.2091  -0.086
C 1.4448 -0.2569 0.9374  -0.142
H -0.8552 -2.2854 -1.6780  0.037
H -1.7943 1.2920 -0.6967  0.118
H 1.6096 1.4793 1.9833  0.167
H 2.1637 -0.4485 1.6851  0.105
N 0.0155 1.6591 0.6071  0.037
N 1.0861 1.0025 1.2035  -0.041
N 0.5332 -1.1291 0.4137  0.079
Cl -2.0273 -0.4082 -2.4614  0.575

Forces on the atoms, in the same order (eV/Å):
-1.3 3.0 -0.6
1.6 2.2 1.6
-1.5 -2.7 -0.4
-5.6 -2.0 0.2
0.5 -2.0 -0.1
3.2 0.2 1.5
-1.2 -0.1 -1.8
1.4 -1.7 0.0
-0.6 -0.1 0.1
0.4 2.3 -0.5
3.5 1.6 0.3
-0.4 -0.5 -0.4

Values from the calculation:
- Frontier orbital gap: 8.4 eV
- LUMO energy: 0.32 eV
- HOMO: -8.09 eV
- SMILES: Cl/C=C1\C=NNC=N1

(3)
Computed, not measured: one molecule with the formula C4H4ClNO, with wB97M-V/def2-TZVPD.

Last column: Löwdin charge in e.
Cartesian coordinates (Å):
C 0.5000 0.8838 -0.2688  -0.583
C -0.7308 0.7962 0.5820  -0.102
C -1.0337 -0.4939 0.7529  -0.061
C 0.8481 -0.5873 -0.6140  -0.521
H 1.3808 1.3589 0.2681  0.132
H -1.1675 1.6541 0.9779  0.084
H -1.8316 -0.9774 1.3241  0.124
H -0.1091 -2.3114 -0.0377  0.155
N -0.0834 -1.3064 0.0561  0.095
O 1.8234 -0.8833 -1.2601  0.073
Cl 0.4038 1.8666 -1.7806  0.603

Forces on the atoms, in the same order (eV/Å):
1.2 0.7 0.4
0.8 -1.1 -0.8
0.6 0.0 -0.4
0.8 2.1 0.2
-1.1 -0.8 -0.5
-0.9 1.0 0.7
0.4 0.3 -0.3
-0.2 0.1 0.2
-0.5 -1.1 0.1
-0.6 -0.9 0.1
-0.3 -0.2 0.3

Values from the calculation:
- Frontier orbital gap: 9.9 eV
- LUMO energy: 0.56 eV
- HOMO: -9.33 eV
- SMILES: O=C1NC=C[C@@H]1Cl

(4)
Computed, not measured: one molecule with the formula C4H4ClNS2, with wB97M-V/def2-TZVPD.

Last column: Löwdin charge in e.
Cartesian coordinates (Å):
C -0.5678 0.1507 0.4655  -0.684
C 0.2172 1.2784 0.1124  -0.273
C 0.8404 0.8934 -1.0703  -0.765
C 0.8587 -0.4583 -1.4092  -0.407
H -2.9151 -0.9982 2.9347  -0.010
H 1.2075 1.1447 0.8141  0.211
H -0.2728 2.1479 0.2478  0.102
H 1.3694 -0.8428 -2.3740  0.112
N -1.2832 0.0549 1.5681  -0.313
S -1.6971 -1.7081 2.1374  0.503
S -0.3645 -1.3513 -0.5301  0.891
Cl 2.0287 2.1135 -1.5828  0.632

Forces on the atoms, in the same order (eV/Å):
-4.1 -4.6 4.4
3.3 -2.2 3.2
3.2 -2.3 -4.2
0.4 2.8 -2.4
2.8 -2.0 -1.7
-2.4 1.0 -0.7
-1.2 3.2 0.2
-0.8 0.6 2.1
1.3 -1.1 -1.3
-2.7 4.5 0.8
0.7 1.0 0.1
-0.5 -0.8 -0.5

Values from the calculation:
- Frontier orbital gap: 8.3 eV
- LUMO energy: -0.01 eV
- HOMO: -8.35 eV
- SMILES: S/N=C1/CC(Cl)=CS1

(5)
Computed, not measured: one molecule with the formula C4H4ClO4P, with wB97M-V/def2-TZVPD.

Last column: Löwdin charge in e.
Cartesian coordinates (Å):
C -0.7302 -0.7758 -0.1435  -0.288
C 0.1743 0.2982 -0.1429  -0.265
C -0.7079 -2.0005 0.4873  -0.032
C 1.5720 0.2443 -0.0407  -0.606
O -2.0021 -0.3664 -0.5208  0.094
O -0.4422 1.5100 -0.4328  0.065
O -1.5066 -2.9694 -0.0401  0.006
O 2.2275 1.4671 0.1101  -0.070
P 2.4936 -1.1889 -0.3581  0.669
Cl 4.4335 -0.5813 0.2301  0.126
H -1.7872 0.5064 -0.6483  0.019
H 0.0249 2.2626 -0.0853  0.119
H -1.2838 -3.8104 0.5002  0.146
H 3.1815 1.2161 0.3063  0.017

Forces on the atoms, in the same order (eV/Å):
-1.6 2.2 -0.7
-0.5 -0.3 0.1
1.1 -3.4 0.3
2.2 0.7 -0.2
0.3 -3.6 0.5
0.1 -1.0 -0.3
1.8 -0.2 1.6
0.1 -1.3 0.6
-0.8 -0.2 0.2
-0.5 0.1 0.0
-0.7 4.0 -0.9
0.7 0.3 0.2
-0.8 2.1 -1.1
-1.3 0.6 -0.4

Values from the calculation:
- Frontier orbital gap (spin up / spin down): 6.8 / 6.9 eV
- LUMO energy (spin up / spin down): -1.40 / -1.22 eV
- HOMO (spin up / spin down): -8.25 / -8.08 eV

(6)
Computed, not measured: C4H4CuO as an isolated structure, with wB97M-V/def2-TZVPD.

Last column: Löwdin spin population.
Cartesian coordinates (Å):
O -1.3123 -0.4848 -1.0557  0.024
C -1.4581 -0.0885 0.1493  0.014
C -0.3971 -0.3672 1.1030  0.110
C 0.3270 -1.7132 1.3720  0.126
C 1.0241 -0.5588 0.7894  0.614
H -1.4352 -0.1858 1.7979  0.043
H -2.0197 0.8540 0.3129  0.000
H 0.0350 -2.5758 0.7568  0.013
H 0.4354 -1.9653 2.4356  0.019
Cu 0.6711 -0.5069 -1.7953  0.037

Forces on the atoms, in the same order (eV/Å):
-1.3 0.5 1.0
4.4 0.2 -5.0
-6.8 0.2 2.1
0.0 -0.3 -0.7
0.7 -0.1 -1.0
3.9 0.1 1.8
-0.8 -1.0 0.2
0.3 0.3 0.1
-0.1 0.3 -0.2
-0.2 -0.1 1.9

Values from the calculation:
- Frontier orbital gap (spin up / spin down): 5.9 / 7.2 eV
- LUMO energy (spin up / spin down): -0.99 / -1.00 eV
- 2S+1: 2
- HOMO (spin up / spin down): -6.89 / -8.16 eV

(7)
Computed, not measured: C4H4EuO5 as an isolated structure, with wB97M-V/def2-TZVPD.

Last column: Löwdin spin population.
Cartesian coordinates (Å):
O -0.1699 0.1444 -1.2213  -0.001
C 0.0624 -0.5645 -0.0326  0.001
C 0.8478 1.1124 -1.3880  0.000
O -1.3824 -1.0392 0.7133  -0.038
O 0.7197 0.3439 0.8082  -0.001
C 1.4816 1.2324 0.0144  0.000
H 0.3770 2.0466 -1.7216  0.000
H 1.5778 0.7756 -2.1394  0.000
H 1.3860 2.2396 0.4396  0.000
H 2.5397 0.9283 0.0138  0.000
O 0.7305 -1.6773 -0.2208  -0.016
O -4.0101 -0.7206 2.2725  0.000
C -3.2777 -1.4326 1.7061  0.000
Eu -0.8824 -3.3889 0.7557  7.055

Forces on the atoms, in the same order (eV/Å):
-0.8 -0.1 0.0
-1.8 -1.4 1.3
-0.1 0.0 0.1
3.4 -0.2 -1.7
-0.3 0.1 0.6
0.0 0.0 0.0
0.2 -0.2 0.0
-0.2 0.1 0.2
0.1 -0.2 -0.1
-0.2 0.1 0.0
-0.6 -1.9 0.5
2.7 -1.8 -2.1
-2.8 1.2 2.2
0.5 4.2 -0.8

Values from the calculation:
- Frontier orbital gap (spin up / spin down): 6.2 / 6.3 eV
- LUMO energy (spin up / spin down): -1.63 / -1.55 eV
- 2S+1: 8
- HOMO (spin up / spin down): -7.80 / -7.89 eV

(8)
Computed, not measured: one molecule with the formula C4H4F2, with wB97M-V/def2-TZVPD.

Last column: Löwdin charge in e.
Cartesian coordinates (Å):
C 0.0616 0.2160 -1.0808  -0.104
C -0.0641 0.2744 1.1229  -0.063
C -1.2073 -0.1073 0.0074  -0.141
C 1.0976 0.0736 0.0027  -0.192
F -1.7362 -1.2782 0.0536  0.085
F 1.6457 -1.1740 0.0142  -0.005
H 0.2113 -0.4032 -1.9790  0.097
H 0.0845 1.3299 -1.4297  0.127
H 0.0651 1.3842 1.2549  0.105
H -0.1583 -0.3154 2.0338  0.092

Forces on the atoms, in the same order (eV/Å):
-0.7 2.0 -1.6
-0.1 1.1 -1.1
5.7 3.2 -0.3
-3.5 -2.2 1.4
-0.3 -1.5 0.0
0.2 0.3 0.0
-0.2 0.0 0.4
-0.7 -2.0 0.6
-1.1 -1.1 0.4
0.6 0.2 0.1

Values from the calculation:
- Frontier orbital gap (spin up / spin down): 9.1 / 8.6 eV
- LUMO energy (spin up / spin down): -0.12 / -0.33 eV
- HOMO (spin up / spin down): -9.22 / -8.94 eV

F_max in eV/A, matching the order above: 5.39; 5.97; 2.26; 7.56; 4.20; 7.09; 4.33; 6.54
ΔE to the lowest compared entry with this formula, charge and spin in kJ/mol, matching the order above: 175.82; 380.32; 0.00; 286.06; 0.00; 363.71; 167.34; 398.16